C36H92N5O13PSSi2 as an isolated structure in a non-equilibrium geometry, computed with ωB97M-V with the def2-TZVPD basis set.

Properties
- E_tot (eV) = -108766.2507
- spin multiplicity = 1
- lowest unoccupied orbital energy (eV) = 0.214
- Kohn-Sham gap (eV) = 8.58
- strongest force on any atom (eV/Å) = 2.2

XYZ file:
```
150
Properties=species:S:1:pos:R:3:mulliken_charge:R:1
C -1.84 10.04 -6.28 -1.006
C -1.48 9.13 -7.41 0.691
O -2.05 9.17 -8.49 -0.572
O -0.47 8.27 -7.13 -0.258
C -0.59 6.99 -7.79 -0.748
C 0.49 6.09 -7.30 -0.749
C 0.37 5.67 -5.85 -0.431
C 1.23 4.41 -5.58 -0.756
Si 0.24 2.82 -5.52 0.353
O -1.36 3.03 -5.83 -0.180
Si -2.06 2.25 -7.14 0.482
P 0.52 1.80 -3.51 0.531
S 1.16 -0.05 -3.75 -0.420
H -1.39 11.01 -6.42 0.271
H -2.91 10.17 -6.33 0.346
H -1.59 9.64 -5.31 0.301
H -0.50 7.13 -8.86 0.368
H -1.59 6.60 -7.61 0.384
H 0.47 5.21 -7.94 0.485
H 1.45 6.57 -7.46 0.298
H 0.78 6.46 -5.23 0.235
H -0.66 5.51 -5.57 0.433
H 1.95 4.30 -6.38 0.462
H 1.81 4.51 -4.66 0.314
H 0.82 1.86 -6.48 -0.165
H -3.52 2.20 -6.94 -0.134
H -1.76 3.03 -8.36 -0.144
H -1.52 0.88 -7.24 -0.130
H -0.68 1.79 -2.77 -0.125
H 1.44 2.54 -2.76 -0.102
C 2.26 6.01 -1.58 -0.751
O 1.32 5.06 -1.11 -0.284
C 1.88 4.01 -0.33 -0.315
C 1.50 4.11 1.13 -0.084
N 2.15 5.24 1.80 -0.354
C 1.63 5.53 3.13 -0.717
C 0.15 5.90 3.28 -0.388
O -0.20 7.15 2.73 -0.454
C -0.46 7.16 1.35 -0.501
H 1.75 6.62 -2.33 0.200
H 2.61 6.68 -0.79 0.331
H 3.12 5.52 -2.05 0.354
H 2.97 3.96 -0.46 0.529
H 1.45 3.08 -0.70 -0.256
H 1.80 3.19 1.63 0.288
H 0.41 4.18 1.17 0.117
H 2.05 6.07 1.22 0.113
H 2.21 6.36 3.53 0.378
H 1.83 4.67 3.77 0.414
H -0.05 5.98 4.35 0.373
H -0.51 5.12 2.90 0.274
H -0.92 6.23 1.01 0.240
H 0.44 7.35 0.76 0.157
H -1.16 7.98 1.15 0.326
C -0.65 1.00 2.96 -0.880
O -0.36 1.21 1.60 0.071
C 0.08 0.05 0.90 -1.033
C -0.97 -0.44 -0.08 -0.023
N -2.12 -0.99 0.62 0.193
C -3.28 -1.27 -0.23 -0.734
C -3.92 -0.12 -0.99 -0.503
O -4.59 0.83 -0.18 -0.467
C -3.77 1.82 0.40 -0.414
H -0.74 1.98 3.43 0.152
H -1.59 0.47 3.11 0.243
H 0.15 0.45 3.46 0.422
H 0.37 -0.73 1.60 0.359
H 0.96 0.34 0.32 0.390
H -0.52 -1.22 -0.70 0.333
H -1.23 0.40 -0.73 -0.205
H -2.41 -0.35 1.35 -0.001
H -4.05 -1.71 0.42 0.275
H -2.99 -2.04 -0.95 0.468
H -4.70 -0.55 -1.63 0.413
H -3.21 0.39 -1.66 0.233
H -2.94 2.10 -0.25 0.154
H -3.38 1.51 1.38 0.178
H -4.39 2.71 0.56 0.352
C -3.11 -4.44 7.32 -0.482
O -3.03 -5.55 6.45 -0.338
C -4.12 -5.68 5.54 -0.821
C -3.70 -5.36 4.12 -0.204
N -3.43 -3.94 3.97 -0.225
C -2.77 -3.56 2.71 -0.462
C -1.41 -4.15 2.39 -0.651
O -0.37 -3.69 3.24 -0.444
C -0.27 -4.40 4.46 -0.297
H -2.36 -4.57 8.10 0.016
H -2.92 -3.49 6.81 0.280
H -4.10 -4.39 7.80 0.358
H -4.96 -5.07 5.85 0.398
H -4.43 -6.73 5.58 0.405
H -4.51 -5.64 3.44 0.407
H -2.83 -5.98 3.88 0.191
H -2.84 -3.63 4.73 0.001
H -2.66 -2.47 2.73 0.253
H -3.45 -3.79 1.88 0.337
H -1.14 -3.80 1.39 0.406
H -1.42 -5.24 2.35 0.359
H -0.52 -5.46 4.34 0.294
H -0.90 -3.95 5.24 -0.049
H 0.77 -4.33 4.81 0.292
C 4.28 -2.10 7.33 -0.722
O 4.13 -3.49 7.57 -0.304
C 4.68 -3.95 8.80 -0.827
C 3.59 -4.33 9.78 -0.161
N 2.87 -3.16 10.26 -0.314
C 1.65 -3.45 11.01 -0.837
C 0.53 -4.22 10.32 -0.455
O -0.12 -3.50 9.29 -0.423
C 0.53 -3.51 8.03 -0.182
H 4.04 -1.92 6.28 0.239
H 3.61 -1.50 7.95 0.298
H 5.31 -1.78 7.51 0.330
H 5.35 -3.20 9.23 0.406
H 5.26 -4.84 8.57 0.388
H 4.05 -4.83 10.63 0.386
H 2.94 -5.05 9.28 0.152
H 2.63 -2.57 9.47 0.108
H 1.24 -2.50 11.34 0.377
H 1.93 -4.00 11.92 0.415
H -0.23 -4.42 11.07 0.366
H 0.86 -5.20 9.94 0.374
H 1.04 -4.45 7.84 0.291
H 1.23 -2.68 7.94 0.179
H -0.24 -3.37 7.27 -0.083
C 1.98 -6.87 -8.78 -0.696
O 0.81 -6.40 -8.15 -0.343
C 0.88 -6.35 -6.73 -0.799
C 0.94 -4.92 -6.22 -0.188
N 2.21 -4.29 -6.54 -0.336
C 2.26 -2.85 -6.30 -0.793
C 1.30 -1.95 -7.06 0.186
O 1.55 -1.85 -8.45 -0.467
C 1.02 -2.89 -9.24 -0.546
H 1.73 -7.07 -9.82 0.235
H 2.79 -6.12 -8.77 0.290
H 2.34 -7.79 -8.32 0.335
H 1.72 -6.93 -6.36 0.410
H -0.04 -6.81 -6.35 0.394
H 0.82 -4.93 -5.13 0.357
H 0.09 -4.39 -6.65 0.162
H 2.43 -4.47 -7.51 0.125
H 3.28 -2.52 -6.55 0.370
H 2.13 -2.68 -5.23 0.309
H 1.44 -0.94 -6.66 -0.044
H 0.25 -2.21 -6.88 0.271
H 0.07 -3.26 -8.84 0.275
H 1.73 -3.72 -9.35 0.168
H 0.84 -2.48 -10.24 0.299
```

C36H94BMnO18 as an isolated structure in a non-equilibrium geometry, computed with ωB97M-V with the def2-TZVPD basis set.

Properties
- E_tot (eV) = -107694.2205
- spin multiplicity = 6
- charge = -1
- lowest unoccupied orbital energy (alpha / beta) (eV) = 2.152 / 2.151
- Kohn-Sham gap (alpha / beta) (eV) = 5.92 / 6.03
- strongest force on any atom (eV/Å) = 4.7

XYZ file:
```
150
Properties=species:S:1:pos:R:3:lowdin_spin:R:1
Mn 2.00 -1.11 3.04 4.676
C 3.89 2.86 2.01 0.001
C 3.45 1.78 2.98 0.004
O 3.59 0.43 2.52 0.066
H 3.78 3.84 2.46 0.000
H 3.34 2.78 1.07 0.000
H 4.94 2.77 1.72 0.000
H 2.38 1.90 3.15 0.000
H 3.77 1.87 4.02 0.000
C 0.31 1.08 -0.07 0.001
C -0.18 0.00 0.87 0.008
O 0.76 -0.95 1.34 0.075
H 0.65 0.76 -1.06 0.000
H 1.10 1.71 0.33 0.000
H -0.52 1.78 -0.22 0.000
H -0.98 -0.45 0.27 0.001
H -0.67 0.54 1.68 0.000
B 1.43 -0.14 5.01 0.055
H 0.81 -0.09 4.13 0.017
H 2.27 -0.79 4.81 0.014
H 1.97 0.76 5.22 0.008
H 0.87 -0.49 5.87 0.008
C -2.75 -3.47 0.01 0.000
O -4.14 -3.88 0.31 0.000
C -5.06 -3.94 -0.76 0.000
C -5.19 -5.22 -1.52 0.000
O -3.96 -5.53 -2.10 0.000
C -3.94 -6.81 -2.68 0.000
H -2.43 -4.13 -0.80 0.000
H -2.07 -3.73 0.82 0.000
H -2.70 -2.46 -0.40 0.000
H -4.83 -3.09 -1.40 0.000
H -6.04 -3.67 -0.35 0.000
H -5.89 -5.13 -2.35 0.000
H -5.62 -5.99 -0.88 0.000
H -4.31 -7.46 -1.89 0.000
H -2.96 -7.15 -3.01 0.000
H -4.62 -6.90 -3.53 0.000
C 0.65 -7.70 -3.92 0.000
O -0.25 -6.69 -3.50 0.000
C 0.11 -5.38 -3.93 0.000
C -0.29 -4.30 -2.93 0.000
O 0.40 -4.46 -1.67 0.000
C 0.75 -3.29 -1.00 0.000
H 0.47 -8.65 -3.41 0.000
H 1.64 -7.30 -3.72 0.000
H 0.45 -7.81 -4.99 0.000
H -0.45 -5.25 -4.86 0.000
H 1.18 -5.28 -4.11 0.000
H -1.36 -4.30 -2.70 0.000
H -0.15 -3.31 -3.36 0.000
H 1.35 -3.54 -0.13 0.000
H -0.12 -2.67 -0.81 0.000
H 1.38 -2.68 -1.65 0.000
C 7.83 -2.93 2.08 0.000
O 6.70 -2.33 1.47 0.000
C 6.50 -2.76 0.16 0.000
C 5.15 -2.36 -0.42 0.000
O 4.85 -1.05 0.03 0.001
C 3.65 -0.52 -0.69 0.000
H 8.71 -2.83 1.45 0.000
H 7.61 -4.00 2.14 0.000
H 7.98 -2.51 3.08 0.000
H 6.71 -3.82 -0.01 0.000
H 7.31 -2.21 -0.33 0.000
H 4.47 -3.06 0.07 0.000
H 5.12 -2.57 -1.49 0.000
H 3.84 -0.61 -1.76 0.000
H 3.46 0.54 -0.49 0.000
H 2.73 -1.09 -0.54 0.000
C -0.92 -0.73 -3.56 0.000
O -1.23 -1.50 -4.75 0.000
C -0.78 -0.86 -5.98 0.000
C 0.74 -0.69 -6.19 0.000
O 1.14 0.30 -5.23 0.000
C 2.49 0.70 -5.49 0.000
H -0.95 0.34 -3.79 0.000
H 0.04 -1.03 -3.16 0.000
H -1.71 -0.97 -2.86 0.000
H -1.26 0.12 -6.00 0.000
H -1.17 -1.46 -6.80 0.000
H 0.99 -0.35 -7.19 0.000
H 1.18 -1.69 -6.11 0.000
H 2.92 1.20 -4.63 0.000
H 2.48 1.44 -6.29 0.000
H 3.22 -0.07 -5.73 0.000
C -1.30 2.21 3.58 0.001
O -1.69 3.28 4.34 0.000
C -3.11 3.27 4.63 0.000
C -3.47 4.63 5.34 0.000
O -3.15 5.82 4.63 0.000
C -3.99 6.04 3.54 0.000
H -1.56 2.35 2.53 0.000
H -1.58 1.23 3.97 0.001
H -0.21 2.24 3.64 0.001
H -3.31 2.51 5.39 0.000
H -3.77 3.06 3.79 0.000
H -2.93 4.70 6.29 0.000
H -4.50 4.75 5.66 0.000
H -4.06 5.21 2.84 0.000
H -3.70 6.95 3.00 0.000
H -5.02 6.23 3.81 0.000
C -3.18 8.73 -0.35 0.000
O -3.52 7.62 -1.11 0.000
C -3.07 6.42 -0.57 0.000
C -3.50 5.31 -1.51 0.000
O -3.17 4.14 -0.78 0.000
C -3.57 2.95 -1.41 0.000
H -3.34 9.63 -0.93 0.000
H -2.13 8.72 -0.07 0.000
H -3.73 8.87 0.58 0.000
H -3.56 6.25 0.39 0.000
H -2.00 6.35 -0.35 0.000
H -3.06 5.65 -2.45 0.000
H -4.59 5.34 -1.55 0.000
H -2.72 2.38 -1.77 0.000
H -4.37 3.05 -2.14 0.000
H -4.00 2.35 -0.61 0.000
C 1.27 -3.45 5.13 0.007
O 0.89 -2.77 3.95 0.043
C -0.35 -3.35 3.39 0.004
C -1.56 -2.45 3.72 0.000
O -1.79 -2.68 5.09 0.000
C -3.04 -2.16 5.60 0.000
H 0.66 -3.24 6.01 0.001
H 2.25 -3.03 5.36 0.002
H 1.36 -4.52 4.98 0.001
H -0.54 -4.36 3.76 0.001
H -0.15 -3.48 2.33 0.000
H -2.34 -2.76 3.02 0.000
H -1.38 -1.40 3.52 0.000
H -3.07 -2.29 6.68 0.000
H -3.94 -2.64 5.21 0.000
H -3.05 -1.09 5.39 0.000
C 4.56 4.42 -1.07 0.000
O 4.05 4.37 -2.39 0.000
C 3.15 3.37 -2.74 0.000
C 1.80 3.63 -2.14 0.000
O 1.32 4.91 -2.59 0.000
C 0.07 5.17 -2.05 0.000
H 3.79 4.73 -0.35 0.000
H 5.43 5.06 -0.93 0.000
H 4.80 3.43 -0.69 0.000
H 3.47 2.36 -2.47 0.000
H 3.05 3.47 -3.82 0.000
H 1.90 3.63 -1.06 0.000
H 1.09 2.89 -2.50 0.000
H 0.11 4.91 -0.99 0.000
H -0.70 4.53 -2.48 0.000
H -0.21 6.22 -2.14 0.000
```

A 8-piece molecular cluster, C36H95N7O12 overall in a non-equilibrium geometry, computed with ωB97M-V with the def2-TZVPD basis set.

Properties
- SMILES string = COC[C@H](C)N.COC[C@H](C)N.COC[C@H](C)N.COC[C@H](C)N.COCCNCCOC.COCCNCCOC.COCCNCCOC.OCCO
- E_tot (eV) = -73860.5302
- spin multiplicity = 1
- lowest unoccupied orbital energy (eV) = 0.442
- Kohn-Sham gap (eV) = 8.71
- energy above the lowest of the compared OMol25 structures with the same formula, charge and spin (kcal per mole) = 83.3
- strongest force on any atom (eV/Å) = 3.3

XYZ file:
```
150
Properties=species:S:1:pos:R:3:mulliken_charge:R:1
C -1.84 1.29 2.69 0.896
O -1.06 2.36 3.06 -0.572
C -0.96 2.65 4.44 0.020
C 0.19 1.73 5.05 0.372
C 0.51 2.27 6.49 -1.481
N 1.32 1.72 4.17 -0.641
H -2.88 1.52 2.91 -0.384
H -1.49 0.31 3.00 0.048
H -1.71 1.52 1.63 -0.042
H -0.79 3.72 4.55 0.419
H -1.95 2.47 4.87 -0.289
H -0.20 0.71 5.01 0.263
H 1.20 1.63 7.03 0.373
H -0.34 2.31 7.17 0.348
H 0.93 3.28 6.47 0.364
H 1.71 2.65 4.20 0.313
H 0.90 1.67 3.25 0.238
C -1.19 -2.12 1.67 -0.297
O -0.53 -0.99 1.05 0.343
C 0.28 -1.37 -0.01 -1.240
C 0.76 -0.13 -0.82 0.405
C 1.58 0.75 0.03 -1.524
N -0.40 0.42 -1.53 0.262
H -0.53 -2.89 2.06 0.055
H -1.84 -2.58 0.92 0.371
H -1.88 -1.71 2.41 -0.207
H 1.14 -1.92 0.36 0.117
H -0.18 -2.08 -0.69 0.501
H 1.24 -0.49 -1.73 0.200
H 2.43 0.96 -0.61 0.448
H 2.07 0.23 0.86 0.316
H 1.09 1.70 0.25 0.188
H -1.00 0.95 -0.93 -0.221
H -0.06 1.08 -2.21 0.246
C -2.49 3.81 -2.73 -0.626
O -3.17 3.70 -1.48 -0.100
C -4.32 4.52 -1.36 -0.164
C -5.55 4.44 -2.28 0.671
C -6.77 5.04 -1.68 -1.582
N -5.89 3.02 -2.37 -0.593
H -3.14 3.70 -3.59 0.295
H -1.64 3.13 -2.81 0.023
H -1.96 4.75 -2.90 0.368
H -4.64 4.18 -0.37 -0.432
H -4.07 5.57 -1.23 0.494
H -5.55 4.89 -3.27 0.308
H -6.90 4.48 -0.75 0.220
H -7.64 4.71 -2.24 0.441
H -6.68 6.12 -1.53 0.357
H -5.03 2.49 -2.43 0.013
H -6.24 2.81 -3.30 0.305
C 9.63 2.72 -2.02 -0.849
O 8.81 1.63 -1.89 -0.295
C 7.92 1.92 -0.82 -0.923
C 6.94 0.70 -0.57 0.378
C 5.82 1.05 0.37 -1.502
N 7.74 -0.39 -0.03 -0.537
H 10.14 3.05 -1.11 0.344
H 9.19 3.71 -2.18 0.342
H 10.38 2.61 -2.80 0.296
H 8.49 2.17 0.07 0.392
H 7.36 2.82 -1.07 0.449
H 6.68 0.43 -1.60 0.337
H 5.07 0.28 0.58 0.273
H 5.19 1.78 -0.14 0.409
H 6.14 1.46 1.33 0.372
H 8.31 -0.42 -0.87 0.296
H 8.35 -0.13 0.73 0.243
C -4.34 -0.01 -0.44 -0.475
O -4.48 -0.02 -1.90 -0.514
C -3.31 0.19 -2.75 0.736
C -3.75 0.14 -4.20 -1.153
N -2.85 -0.61 -5.09 -0.371
C -1.57 0.06 -5.26 0.518
C -0.48 -0.78 -5.95 -0.899
O -0.13 -1.93 -5.11 -0.444
C 0.94 -1.85 -4.18 -0.297
H -3.73 -0.78 0.03 0.137
H -5.26 -0.25 0.09 0.344
H -3.93 0.93 -0.07 0.149
H -2.71 -0.66 -2.43 0.504
H -2.81 1.09 -2.41 -0.333
H -4.04 1.11 -4.59 0.197
H -4.69 -0.41 -4.11 0.432
H -2.63 -1.57 -4.88 0.349
H -1.12 0.36 -4.31 -0.404
H -1.58 1.02 -5.77 0.295
H 0.41 -0.18 -6.14 0.373
H -0.63 -1.15 -6.96 0.398
H 0.91 -0.92 -3.60 0.036
H 1.95 -1.83 -4.59 0.327
H 0.77 -2.70 -3.52 0.158
C 4.52 -5.60 -6.68 -0.663
O 5.14 -5.35 -5.41 -0.363
C 4.30 -5.42 -4.23 -0.279
C 5.15 -5.60 -3.01 -0.535
N 4.52 -6.03 -1.76 -0.354
C 3.51 -5.09 -1.18 -0.891
C 4.13 -3.83 -0.53 -0.209
O 5.27 -4.09 0.22 -0.446
C 5.90 -2.95 0.74 -0.614
H 4.31 -6.67 -6.66 0.306
H 5.25 -5.40 -7.46 0.240
H 3.64 -4.97 -6.85 0.233
H 3.52 -6.18 -4.27 0.412
H 3.67 -4.53 -4.32 0.075
H 5.63 -4.63 -2.88 0.249
H 6.03 -6.22 -3.20 0.410
H 5.20 -6.38 -1.11 0.312
H 3.08 -5.74 -0.42 0.298
H 2.71 -4.85 -1.87 0.291
H 3.32 -3.19 -0.16 0.389
H 4.44 -3.21 -1.38 0.455
H 5.28 -2.55 1.55 0.252
H 5.98 -2.07 0.10 0.165
H 6.90 -3.19 1.09 0.310
C -4.57 -1.49 3.99 -0.900
O -4.45 -0.10 3.98 0.022
C -5.20 0.55 4.99 -0.672
C -4.81 1.97 5.38 -1.026
N -4.67 2.91 4.25 -0.165
C -5.99 3.11 3.50 -0.905
C -5.96 4.05 2.23 0.261
O -6.13 5.44 2.59 -0.443
C -5.59 6.35 1.65 -0.457
H -3.93 -2.03 3.29 0.147
H -5.56 -1.90 3.83 0.340
H -4.06 -1.84 4.90 0.453
H -4.99 -0.05 5.88 0.538
H -6.21 0.20 4.79 0.524
H -3.94 1.83 6.02 0.275
H -5.58 2.52 5.92 0.405
H -3.92 2.46 3.76 -0.362
H -6.71 3.58 4.17 0.434
H -6.43 2.13 3.35 0.434
H -6.75 3.81 1.51 0.257
H -4.97 3.84 1.82 -0.200
H -4.58 6.02 1.41 0.263
H -5.64 7.34 2.11 0.326
H -6.19 6.54 0.76 0.104
O 1.66 -3.72 4.24 -0.589
C 2.14 -4.65 3.28 0.053
C 1.42 -6.03 3.36 -0.548
O 1.62 -6.76 2.19 -0.468
H 2.20 -2.93 4.18 0.319
H 2.06 -4.16 2.31 -0.048
H 3.19 -4.86 3.42 0.334
H 0.38 -5.81 3.62 0.339
H 1.78 -6.71 4.12 0.329
H 0.99 -7.48 2.24 0.290
```

Question: The highest E_tot belongs to which entry?
Answer: C36H95N7O12

Question: The lowest E_tot belongs to which entry?
Answer: C36H92N5O13PSSi2

Question: Among the records above, which one has the highest spin multiplicity?
Answer: C36H94BMnO18